[1]
The following is a DFT calculation (ωB97M-V with the def2-TZVPD basis set) of a cluster of 9 separate species, C28H77N3O9 in total in a non-equilibrium geometry.

Calculated values
- Gap between HOMO and LUMO: 9.345 eV
- E_tot: -1954.30111 a.u.
- SMILES: COC[C@H](C)N.COC[C@H](C)N.COC[C@H](C)N.CC(C)O.CC(C)O.CC(C)O.CC(C)O.CC(C)O.CO

```
! wB97M-V def2-TZVPD RIJCOSX def2/J DEFGRID3
* xyz 0 1
O 0.2364 -3.5530 5.8783
O -0.9744 -4.1905 0.3173
O -2.4853 4.2335 0.0747
O 0.9689 2.2154 -2.3844
O -5.0081 0.3587 0.8143
O 2.7225 -2.1308 1.1991
O 2.0689 3.2731 4.8632
O 0.5554 -1.9508 -0.6823
O 1.6658 -2.3820 -7.1561
N -4.9777 -1.7853 3.6953
N -1.2827 6.7382 -0.2348
N -1.4432 -1.4912 -5.5201
C -5.0244 -0.8149 1.5085
C -0.6840 -1.2538 -7.9231
C 2.3319 1.7014 -2.3544
C 3.1493 2.9828 -2.2609
C 0.8534 -1.9555 -6.1090
C -3.4061 0.0099 3.1666
C -1.0111 -0.6662 0.7352
C -0.6057 -1.6120 6.9454
C -1.1202 5.6616 -1.2639
C -4.7645 -0.5432 2.9124
C 3.3972 1.2899 4.8578
C -2.7037 2.9899 0.6717
C -0.5693 -1.9717 -6.6160
C 4.7016 -1.5395 -0.0617
C -5.4438 0.1813 -0.5300
C 1.6471 1.8407 3.0015
C -0.9017 -0.4840 -1.7115
C 4.1426 -2.4968 1.0051
C 4.9661 -2.3903 2.2477
C -1.2139 4.2842 -0.6242
C -2.0510 -4.3754 -0.5858
C 2.0838 1.9239 4.4470
C 2.7760 0.8234 -3.4669
C -0.0839 -0.6737 -0.4973
C 2.9201 -2.9273 -6.7686
C 0.3482 -2.1533 5.8596
C 0.1213 -1.5968 4.5065
C 0.1501 5.7550 -2.0649
H 5.6868 -1.8445 -0.3511
H 3.5228 0.2540 4.5551
H 0.4158 1.4462 -2.5578
H -1.0945 -1.8228 -4.6558
H 0.6719 2.2757 2.8551
H 1.1750 -0.9118 -5.8459
H -0.5332 6.7372 0.3943
H 3.7914 0.4910 -3.2618
H 2.4030 -2.6486 1.9536
H 1.0963 5.5667 -1.5296
H 1.3676 -1.9267 -0.1635
H 3.0014 3.7129 -3.0952
H -0.5352 -1.0233 1.6346
H 4.0647 -1.5915 -0.9790
H -6.4887 -0.0406 -0.6435
H 1.6744 0.8171 2.6529
H -1.5660 0.4008 -1.7099
H 1.3854 -1.9989 6.1161
H 2.2889 2.4480 2.3309
H -5.9062 -2.1365 3.5695
H -2.1677 6.5933 0.2356
H 0.0781 5.1090 -2.9305
H -1.5494 -1.3688 -1.7564
H 4.2170 1.8849 4.4420
H -0.7230 -3.0193 -6.8913
H -3.3326 0.9671 2.5997
H 3.4575 1.3358 5.9383
H -1.6898 -4.4103 -1.5830
H -0.8217 -1.9817 4.0418
H 2.6901 3.7084 4.2638
H -0.2714 -0.4134 -2.5877
H -1.5300 -1.9951 6.5324
H 2.8556 1.3713 -4.4310
H -4.8166 -0.5851 -1.0026
H 3.6770 -2.1368 -6.5901
H 4.2103 2.6775 -2.1817
H -1.8755 -1.3067 0.5177
H -3.6970 2.9701 1.1570
H -2.6976 2.0870 0.0004
H -5.3200 1.1118 -1.0385
H -2.4252 -1.7462 -5.6858
H -1.2755 3.5200 -1.4249
H 4.1113 -3.5284 0.6343
H -1.2452 0.3874 0.8099
H -2.7337 -0.7372 2.7208
H -3.1195 0.1734 4.2222
H 1.0291 -2.6634 -5.2737
H 4.6763 -0.5165 0.3551
H 0.0999 -1.5177 -8.6314
H -0.7601 -0.1768 -7.6980
H -4.7832 -1.5687 4.6764
H -0.4492 4.0958 0.0868
H 2.8957 3.5282 -1.3417
H 2.7244 -3.4420 -5.8272
H 0.7031 0.1012 -0.2972
H 6.0126 -2.5915 1.9527
H -0.6852 -3.7037 5.6243
H -2.4980 -5.3597 -0.3444
H -1.6670 -1.4881 -8.3745
H -4.2946 -1.5101 1.0397
H 1.3260 1.4474 5.0324
H 2.1458 -0.1061 -3.5375
H 0.9584 -1.8117 3.8400
H -1.9590 2.7868 1.4428
H 4.9532 -1.4073 2.7138
H -0.4023 -2.0959 7.8919
H -6.0103 -1.2826 1.4650
H -2.8362 -3.6007 -0.5104
H -0.5457 -3.3471 0.0922
H -5.4545 0.2674 3.1924
H 2.5492 1.0428 -1.4741
H 0.2455 6.7361 -2.4812
H 3.3229 -3.5927 -7.5111
H -1.9861 5.7713 -1.8643
H 4.7764 -3.1532 2.9968
H 0.1136 -0.4834 4.5883
H -0.6798 -0.5561 7.0034
*
```

=====

[2]
The following is a DFT calculation (ωB97M-V with the def2-TZVPD basis set) of a cluster of 7 separate species, C28H77N7O7 in total in a non-equilibrium geometry.

Calculated values
- Gap between HOMO and LUMO: 8.900 eV
- E_tot: -2022.68568 a.u.
- SMILES: COC[C@H](C)N.COC[C@H](C)N.COC[C@H](C)N.COC[C@H](C)N.COC[C@H](C)N.COC[C@H](C)N.COC[C@H](C)N
- Energy above the lowest of the compared OMol25 structures with the same formula, charge and spin: 116.56 kcal per mole

```
! wB97M-V def2-TZVPD RIJCOSX def2/J DEFGRID3
* xyz 0 1
O 4.3618 -2.6773 -3.7920
O 0.3318 2.9627 -1.6155
O 2.4829 -0.0881 0.4930
O -0.8987 -4.1438 3.5051
O -1.5479 -4.2913 -1.3770
O -0.7953 9.0595 -0.8866
O -3.2422 0.5456 1.4482
N 0.3936 -5.8268 -2.4443
N 3.0149 -5.1418 -3.0842
N 2.4410 2.5335 -0.1547
N -1.5400 0.1665 -3.0328
N -1.1274 -1.8204 2.2110
N -2.9961 7.4782 0.1565
N -2.5569 0.7302 4.0420
C 3.4915 -1.5546 -3.7646
C -1.8799 2.9777 4.0607
C -1.3396 -3.1745 -0.6213
C -2.8261 -0.0234 0.2118
C 1.9767 2.1227 1.1465
C 0.7591 0.7766 -3.1701
C -0.0108 9.4764 -1.9987
C 0.3504 -3.6519 2.8809
C 3.0054 -4.5501 -0.6622
C 2.0154 -1.3220 -0.1223
C 1.4245 0.7050 0.9408
C -0.8682 2.1894 -1.8372
C -1.1621 -5.4626 -0.6118
C -0.7334 7.6684 -0.6709
C 4.4822 -3.3599 -2.5351
C 0.9284 3.1826 1.5450
C -2.3549 1.5804 1.9198
C -2.8057 1.9950 3.3725
C -0.4910 0.7796 -2.2813
C 3.1590 -4.0728 -2.1602
C -0.1466 -1.6276 4.3589
C -1.6362 7.3006 0.5598
C -0.2082 -7.6910 -1.2780
C 0.1181 -2.1090 2.9486
C -1.4238 5.8698 1.1476
C 0.1384 4.3480 -1.9758
C -0.7326 -6.3862 -1.7977
C -0.7719 -5.5229 3.7051
H -1.6893 0.9255 -3.6547
H -0.2367 4.4927 -3.0030
H 0.0614 10.5444 -2.1882
H 3.4905 -1.0934 -4.7821
H 2.0250 -5.4144 -2.9396
H 3.9352 -0.6927 -3.2873
H -2.3626 0.1536 -2.4145
H -1.3613 1.2117 1.9133
H 1.1802 4.7526 -1.8610
H -1.7623 -5.9235 4.0755
H -1.5909 5.0927 0.4401
H 0.0862 -4.8905 -2.7516
H -1.4838 2.6275 -2.6214
H 2.9183 1.7514 -0.5774
H 0.5978 0.8013 0.2732
H -0.4525 9.0797 -2.9232
H -3.3563 -0.9759 0.0691
H -1.7592 -0.1867 0.3200
H -0.3593 0.1842 -1.3758
H -2.4461 2.4460 1.2822
H 0.4923 2.9320 2.5108
H 1.0323 -0.1836 -3.5901
H 2.0100 -4.8679 -0.3553
H 0.1762 -8.2784 -2.0828
H 3.3485 -3.7482 0.0092
H 0.6797 -1.9321 4.9785
H 2.8833 -1.7354 -0.6281
H -1.2555 8.0219 1.2500
H -1.7210 -2.5930 2.4480
H -3.1093 0.7128 -0.5737
H -0.9278 -8.3215 -0.8171
H 2.4309 -1.7117 -3.4509
H 1.2745 4.2259 1.6118
H -0.3188 -0.5787 4.3067
H 2.2653 -3.4052 -2.2584
H -3.1929 8.4371 -0.1772
H -3.9074 2.3238 3.4872
H 1.6806 -2.0970 0.5910
H -1.5103 -6.5651 -2.5276
H -1.9004 3.9771 3.5803
H -0.9979 7.0944 -1.5798
H -2.1127 -3.1962 0.1436
H 1.5769 2.6983 -0.7504
H -2.1348 3.0528 5.0965
H -1.1132 -2.0183 4.6742
H -3.1737 6.7983 -0.5768
H 1.5544 1.0802 -2.5528
H -0.8260 2.6032 3.9903
H -2.0206 -5.8072 -0.1061
H 5.2489 -4.1412 -2.5573
H 0.0771 3.0545 0.8807
H 0.2205 7.4011 -0.3837
H 2.7682 2.1457 1.8524
H -1.4777 2.2158 -0.9383
H 0.5187 -7.6306 -0.4818
H -0.4060 -5.3081 0.1125
H -3.2077 0.6947 4.8357
H -0.4182 4.9571 -1.2694
H 0.3603 -3.9964 1.8433
H 0.9930 9.1784 -1.8763
H 1.1621 -1.1995 -0.8153
H 0.6885 1.4448 -4.0036
H 0.9673 -1.5613 2.5592
H 0.0626 -5.6734 4.3695
H -1.5033 -2.2127 -1.1202
H 1.3797 -3.9169 3.2251
H -2.0805 5.6974 2.0533
H -3.1157 0.1496 3.4292
H 3.0979 -4.7863 -4.0534
H -0.3836 -3.1031 -0.0894
H -0.5979 -5.9862 2.7847
H 3.8031 -5.3336 -0.5502
H 1.0187 0.3452 1.8944
H -1.6221 -0.9716 2.5433
H 0.5998 -6.3084 -3.3045
H -0.3748 5.7344 1.3118
H 4.8249 -2.6446 -1.6755
*
```

=====

[3]
The following is a DFT calculation (ωB97M-V with the def2-TZVPD basis set) of a structure of composition C28H78AsF9N8O14 in a non-equilibrium geometry.

Calculated values
- Gap between HOMO and LUMO: 2.186 eV
- E_tot: -5738.52512 a.u.
- Energy above the lowest of the compared OMol25 structures with the same formula, charge and spin: 170.01 kcal per mole

```
! wB97M-V def2-TZVPD RIJCOSX def2/J DEFGRID3
* xyz 2 1
As 0.3960 -1.6535 -5.9917
F 0.8134 -1.5219 -4.2086
F 1.2074 -3.3201 -6.0600
F -1.1831 -2.4959 -5.6129
F -0.4210 -0.0814 -5.8876
F -3.5545 -3.9101 -4.7935
F 2.0428 -0.8791 -6.3123
F 0.2582 -1.6716 -7.9282
F -4.8422 -2.3612 -4.9266
F -5.4585 -4.0808 -3.8050
O 1.8014 1.3930 3.5162
O -0.5614 4.4435 0.1667
O 1.5859 -0.5313 2.6063
O -4.9280 -2.2244 -1.7817
O 0.9070 -3.3023 0.3823
O -0.5979 -4.9443 0.7176
O -3.7141 1.9104 -6.3970
O 5.4475 -3.1989 1.5224
O 4.5309 0.1560 3.1912
O -2.9914 -3.4660 -1.8593
O -1.8911 1.1082 -1.6285
O -2.2782 -1.2267 1.7209
O -0.0152 0.6678 2.8809
O 0.9983 -4.5314 2.0982
N -0.5151 -1.2670 -1.1853
N 3.3018 1.1394 5.9033
N 0.4147 -4.2538 1.0121
N -1.9231 3.0292 2.3278
N -3.2715 3.9818 -8.5029
N 3.2093 -3.0425 3.4844
N -1.2935 -1.2628 4.7068
N 1.1390 0.4551 3.0767
C 4.7969 1.3635 5.3661
C 5.3088 0.2816 4.3228
C 4.4331 -5.1008 3.5575
C -2.4793 1.9950 -2.5995
C -2.2447 3.0049 -7.9820
C -2.5359 -2.2088 2.6925
C -6.5884 -0.6220 -1.2372
C -0.0301 0.0783 -0.6971
C -1.7602 -3.8259 4.4263
C 0.1141 5.3700 -0.7109
C -1.4866 -2.4706 3.7539
C -4.4490 -3.2264 -4.0892
C -3.4470 0.4756 -6.2293
C -3.3529 -1.0088 0.8663
C -5.4512 -0.8639 -2.1511
C 5.5302 -2.1067 0.6200
C -0.8746 4.1997 2.5070
C 4.5333 -3.6645 3.8061
C 5.7545 1.4050 6.4955
C -0.1710 4.1496 3.9684
C 1.5065 0.0414 -0.5537
C -0.8245 3.5837 -8.2037
C -3.8504 -2.6673 -2.6411
C -0.4920 1.1675 -1.7348
C 4.5962 1.1015 2.2026
C -2.5342 2.7362 -6.4388
C 0.0654 4.4195 1.3694
C 5.6199 -2.9474 2.9559
H -0.3212 5.2079 -1.6970
H -0.4053 3.5148 -9.2074
H -3.1162 4.0554 -9.4982
H 6.7574 1.7270 6.2153
H -1.9423 2.7741 -3.1406
H -7.3044 -1.4439 -1.2408
H 4.2541 -5.3242 2.5058
H 4.0829 2.0103 2.5169
H -5.6988 -0.6439 -3.1895
H 4.8291 2.3485 4.9006
H 2.7880 1.9007 6.3233
H 1.7566 1.0039 -0.1074
H -4.2590 -0.7206 1.3993
H -2.8306 -3.9189 4.6094
H -3.5901 -1.9469 0.3646
H 3.1448 0.2255 6.3037
H 5.9142 0.3790 6.8273
H -3.2318 -1.7877 -2.8192
H 5.5175 -2.4811 -0.4036
H -0.9473 3.9222 4.6989
H -0.2304 -2.0198 -0.5750
H -2.7806 0.2804 -5.3891
H 1.8577 -0.7041 0.1598
H -4.2449 3.7410 -8.3821
H 2.7702 0.9023 5.0778
H 4.8014 -3.4922 4.8485
H 6.3393 0.4258 3.9981
H -2.3519 2.0288 -8.4550
H -0.2254 -1.4491 -2.1356
H 0.6856 3.5237 1.3364
H 4.6861 -1.4398 0.7956
H 2.0113 -0.2611 -1.4712
H -1.0383 -0.4416 4.1771
H 6.6532 -3.2606 3.1051
H -0.4456 0.2530 0.2953
H 4.0353 0.7318 1.3443
H -4.3530 -0.0747 -5.9758
H -3.0371 4.8888 -8.1255
H 0.5372 3.3479 4.1782
H 0.1302 6.3635 -0.2628
H -1.5236 -4.4705 3.5798
H 5.4913 1.4233 1.6703
H -4.7280 -0.0958 -1.8772
H -7.1733 0.2366 -1.5672
H -2.6398 3.6454 -5.8470
H -1.7053 2.1247 -6.0823
H -2.0468 -0.9918 5.3225
H -0.8722 4.6564 -8.0161
H 5.3194 -5.5439 4.0115
H 2.4955 -3.7556 3.5304
H 5.1688 -0.6452 4.8793
H -1.5250 -1.2822 -1.1871
H 1.1183 4.9570 -0.8055
H -0.1247 3.1220 -7.5071
H -6.1896 -0.3804 -0.2520
H -3.0284 -0.3004 0.1041
H -2.7361 -3.1089 2.1113
H -2.9372 0.0400 -7.0886
H 6.4566 -1.5445 0.7376
H -0.4751 -2.4730 3.3476
H -1.3948 2.1705 2.2669
H -0.1420 0.8580 -2.7196
H -0.5432 -1.3792 5.3729
H -2.9943 1.3354 -3.2979
H 3.6501 -5.5847 4.1413
H -2.4797 3.1953 1.5016
H -3.3000 2.5836 -2.1895
H 5.7262 -1.8864 3.1822
H 0.6232 5.3208 1.6233
H 3.1216 -2.5475 2.6084
H -3.4713 -2.0785 3.2367
H -1.5314 5.0637 2.4062
H -1.1543 -4.1697 5.2646
H -2.5219 2.9479 3.1371
H 5.4263 1.8927 7.4134
H 0.3540 5.0771 4.1969
H 2.9918 -2.4602 4.2805
H -0.2043 2.1847 -1.4692
*
```